w.
# C17H19N5OS2

A single C17H19N5OS2 molecule (wB97M-V/def2-TZVPD, OMol25).

```
44
Properties=species:S:1:pos:R:3
C -3.700 -0.400 1.778
H -3.211 -1.370 1.820
H -3.187 0.277 2.458
H -4.731 -0.509 2.108
C -3.654 0.145 0.345
C -2.215 0.248 -0.073
N -1.466 -0.834 -0.181
N -0.252 -0.431 -0.571
C -0.214 0.926 -0.698
C -1.465 1.401 -0.382
H -1.767 2.426 -0.368
N 0.979 1.582 -0.982
C 1.335 2.777 -0.454
O 0.597 3.536 0.124
C 2.808 3.141 -0.667
H 2.889 3.807 -1.528
H 3.162 3.677 0.214
S 3.944 1.763 -1.037
C 3.771 0.760 0.365
N 4.407 -0.356 0.482
N 4.151 -0.996 1.607
C 3.318 -0.396 2.371
S 2.726 1.114 1.747
H 2.998 -0.773 3.321
H 1.710 1.011 -1.394
C 0.824 -1.327 -0.688
C 1.677 -1.282 -1.787
C 2.775 -2.123 -1.836
C 3.013 -3.021 -0.810
C 2.137 -3.095 0.261
C 1.046 -2.249 0.328
H 0.356 -2.284 1.157
H 2.315 -3.802 1.056
H 3.878 -3.663 -0.846
H 3.444 -2.075 -2.681
H 1.466 -0.620 -2.616
C -4.336 1.512 0.290
H -3.855 2.210 0.971
H -4.295 1.922 -0.716
H -5.380 1.415 0.580
C -4.369 -0.832 -0.595
H -5.402 -0.969 -0.283
H -4.362 -0.452 -1.614
H -3.863 -1.793 -0.581
```

SMILES string	CC(C)(C)c1cc(NC(=O)CSc2nncs2)n(-c2ccccc2)n1
net charge	0


x.
# C17H19N5OS2

A single C17H19N5OS2 molecule (wB97M-V/def2-TZVPD, OMol25).

```
44
Properties=species:S:1:pos:R:3
C -3.699 -0.193 -5.303
H -4.566 -0.806 -5.532
H -3.731 0.709 -5.907
H -2.797 -0.739 -5.563
C -3.686 0.168 -3.822
C -2.514 1.006 -3.466
N -1.600 1.374 -4.286
N -0.643 2.123 -3.745
C -0.821 2.333 -2.485
N 0.041 3.071 -1.720
C -0.119 3.194 -0.367
O -1.108 2.799 0.204
C 1.000 3.951 0.321
H 0.664 4.954 0.587
H 1.901 3.998 -0.288
S 1.395 3.127 1.891
C 1.475 1.513 1.238
N 1.449 1.257 -0.047
C 1.453 -0.098 -0.138
C 1.505 -0.663 1.110
N 1.533 0.396 1.997
C 1.368 0.359 3.428
C -0.112 0.302 3.796
H -0.560 -0.611 3.409
H -0.638 1.155 3.374
H -0.226 0.318 4.876
H 1.826 1.263 3.839
H 1.886 -0.517 3.824
C 1.549 -2.068 1.492
C 0.612 -2.951 0.957
C 0.642 -4.291 1.294
C 1.607 -4.768 2.165
C 2.552 -3.902 2.688
C 2.528 -2.560 2.352
H 3.292 -1.897 2.735
H 3.317 -4.273 3.354
H 1.627 -5.815 2.431
H -0.092 -4.965 0.878
H -0.142 -2.572 0.284
H 1.444 -0.579 -1.096
H 0.907 3.328 -2.171
S -2.257 1.596 -1.820
H -4.597 0.712 -3.557
H -3.665 -0.740 -3.212
```

SMILES string	CCc1nnc(NC(=O)CSc2ncc(-c3ccccc3)n2CC)s1
net charge	0


Stability check: which of them is most stable? x.


w.
# C16H39BF4N3O5

9 unconnected molecules or ions with the total composition C16H39BF4N3O5 (wB97M-V/def2-TZVPD, OMol25).

```
68
Properties=species:S:1:pos:R:3
B 47.822 34.450 62.954
F 46.696 33.556 63.283
F 49.057 33.785 63.082
F 47.667 35.061 61.727
F 47.795 35.486 63.928
C 50.045 37.266 63.165
C 51.141 38.273 62.838
N 52.036 39.045 62.574
H 50.051 36.979 64.362
H 49.026 37.697 62.836
H 50.100 36.739 62.106
C 50.781 31.613 64.782
C 50.929 31.500 66.332
N 51.090 31.462 67.431
H 49.947 31.073 64.399
H 50.675 32.669 64.650
H 51.283 31.048 64.128
C 47.301 32.381 66.353
C 46.522 31.076 66.087
N 45.865 30.131 65.853
H 48.162 32.351 65.728
H 46.646 33.335 66.242
H 47.874 32.318 67.262
C 47.296 39.182 60.920
C 47.451 37.776 60.319
O 46.325 36.970 60.723
H 47.205 39.224 62.037
H 46.620 39.823 60.430
H 48.329 39.722 60.813
H 48.357 37.264 60.605
H 47.483 37.893 59.216
H 46.583 36.021 60.857
C 46.965 29.709 60.671
C 47.417 30.822 61.652
O 46.295 31.226 62.547
H 47.652 29.884 59.874
H 46.039 29.768 60.321
H 46.929 28.882 61.152
H 47.746 31.763 61.056
H 48.277 30.469 62.385
H 46.376 32.188 62.812
C 44.260 38.219 65.568
C 45.348 37.893 64.569
O 46.346 37.102 65.212
H 44.966 38.592 66.390
H 43.897 37.289 65.792
H 43.500 39.028 65.079
H 45.745 38.550 64.077
H 45.007 37.256 63.739
H 46.931 36.590 64.820
C 44.704 33.201 59.971
C 45.157 32.482 58.663
O 43.975 31.785 58.148
H 44.218 32.493 60.654
H 43.892 33.919 60.039
H 45.497 33.499 60.543
H 46.057 31.847 58.674
H 45.463 33.288 57.992
H 43.759 31.027 58.671
C 51.861 33.211 59.668
C 50.944 33.080 60.864
O 51.415 34.037 61.816
H 51.376 32.667 59.074
H 52.724 32.698 59.926
H 51.837 34.085 59.264
H 50.840 32.042 61.394
H 49.910 33.620 60.568
H 50.665 34.132 62.351
```

net charge	-1


x.
# C16H39BF4N3O5

9 unconnected molecules or ions with the total composition C16H39BF4N3O5 (wB97M-V/def2-TZVPD, OMol25).

```
68
Properties=species:S:1:pos:R:3
B -0.581 -0.386 -0.630
F -1.879 -0.775 -0.468
F 0.243 -1.136 0.310
F -0.121 -0.494 -1.920
F -0.531 0.985 -0.328
C -3.615 2.237 -2.295
C -2.654 2.373 -3.510
N -1.908 2.449 -4.327
H -4.518 2.538 -2.624
H -3.489 1.241 -1.822
H -3.304 2.872 -1.480
C 0.443 3.744 -2.419
C 1.585 4.192 -3.308
N 2.454 4.493 -3.917
H -0.341 4.253 -2.894
H 0.446 2.653 -2.455
H 0.652 4.060 -1.419
C -0.670 -0.653 3.464
C -1.695 -0.288 4.581
N -2.459 -0.017 5.419
H -0.662 0.217 2.781
H 0.297 -0.766 3.918
H -0.784 -1.545 2.864
C 4.017 -3.051 -2.310
C 3.005 -1.878 -2.397
O 1.836 -2.271 -2.778
H 3.715 -3.957 -1.991
H 4.926 -2.622 -1.935
H 4.105 -3.326 -3.335
H 3.560 -1.135 -2.956
H 2.989 -1.502 -1.233
H 1.270 -1.927 -2.176
C -3.832 3.819 1.664
C -2.539 2.995 1.277
O -2.799 1.605 1.297
H -3.317 4.769 1.813
H -4.207 3.284 2.629
H -4.732 3.917 0.911
H -1.724 3.321 2.039
H -2.104 3.157 0.285
H -2.290 1.232 0.818
C -2.714 -4.163 -1.469
C -3.941 -3.433 -0.992
O -3.416 -2.814 0.250
H -2.487 -5.024 -0.881
H -1.799 -3.387 -1.293
H -3.094 -4.274 -2.546
H -4.787 -4.085 -0.773
H -4.287 -2.565 -1.689
H -2.795 -2.253 -0.066
C 3.890 -2.518 1.825
C 2.438 -2.404 2.503
O 2.495 -2.910 3.773
H 4.554 -2.026 2.479
H 3.820 -2.093 0.816
H 4.256 -3.634 1.757
H 1.940 -2.758 1.658
H 1.957 -1.365 2.457
H 1.484 -3.092 3.988
C 2.799 1.656 1.879
C 2.893 2.193 0.387
O 2.398 1.037 -0.387
H 3.488 0.920 2.149
H 1.878 1.227 1.950
H 2.789 2.498 2.636
H 3.811 2.610 0.147
H 2.026 2.940 0.382
H 1.612 1.042 -0.083
```

net charge	-1


Stability check: which of them is most stable? x.


w.
# C3H3N3O2S

2 unconnected molecules or ions with the total composition C3H3N3O2S (wB97M-V/def2-TZVPD, OMol25).

```
12
Properties=species:S:1:pos:R:3
C 1.511 -0.944 -0.374
C 0.972 -1.347 -1.618
C 0.450 -0.226 0.020
N -0.233 -0.885 -1.856
N 0.172 0.848 1.925
N -0.618 -0.234 -0.754
O -1.664 2.401 2.972
O -1.949 1.561 0.680
S -1.127 1.586 1.878
H 2.406 -1.000 0.137
H 1.621 -1.932 -2.286
H -1.543 0.171 -0.725
```

net charge	0


x.
# C3H3N3O2S

A single C3H3N3O2S molecule (wB97M-V/def2-TZVPD, OMol25).

```
12
Properties=species:S:1:pos:R:3
C 0.786 -0.992 0.378
C -0.837 -0.208 -0.730
C -0.570 1.000 -0.206
H 1.638 -2.950 0.577
H 2.570 -1.661 1.215
H -1.802 -0.283 -1.501
N 1.748 -1.911 1.004
N -0.094 -1.282 -0.455
N -1.232 2.222 -0.379
O -0.599 3.267 -0.288
O -2.424 2.124 -0.560
S 0.817 0.675 0.945
```

SMILES string	Nc1ncc([N+](=O)[O-])s1
net charge	0


y.
# C3H3N3O2S

2 unconnected molecules or ions with the total composition C3H3N3O2S (wB97M-V/def2-TZVPD, OMol25).

```
12
Properties=species:S:1:pos:R:3
C 1.079 1.202 1.256
C 0.709 0.109 0.447
C 0.393 2.302 0.712
N -0.062 0.649 -0.494
N -0.192 1.912 -0.370
N -1.339 -2.565 -1.178
O -1.336 -2.059 -0.112
O -1.619 -3.709 -1.496
S -0.824 -1.450 -2.524
H 1.599 1.274 2.246
H 1.001 -1.011 0.675
H 0.590 3.347 0.836
```

net charge	0


Stability check: which of them is most stable? x.


w.
# C8H10N4S

A single C8H10N4S molecule (wB97M-V/def2-TZVPD, OMol25).

```
23
Properties=species:S:1:pos:R:3
C -2.342 3.516 0.562
C -2.383 2.470 1.474
C -1.394 3.383 -0.501
C -1.456 1.390 1.482
C -0.480 2.312 -0.467
C -0.382 1.300 0.479
C 2.417 -2.020 -0.636
C 1.397 -4.283 -1.835
N 1.460 -2.347 0.152
N 1.214 -1.695 1.243
N 0.882 -0.476 1.266
N 0.482 0.262 0.220
S 2.714 -3.073 -1.925
H -3.181 4.154 0.689
H -3.210 2.557 2.155
H -1.229 4.116 -1.338
H -1.729 0.536 2.213
H 0.178 2.458 -1.317
H 2.952 -1.047 -0.628
H 1.052 -4.160 -0.786
H 1.732 -5.308 -2.076
H 0.729 -3.880 -2.567
H 0.577 -0.165 2.142
```

net charge	0


x.
# C8H10N4S

3 unconnected molecules or ions with the total composition C8H10N4S (wB97M-V/def2-TZVPD, OMol25).

```
23
Properties=species:S:1:pos:R:3
C -2.391 -2.065 -0.818
C 3.463 0.236 -0.268
C -1.549 -1.190 -1.434
C 2.317 0.956 -0.537
C -1.755 -0.832 0.807
C 1.801 -1.040 0.328
C -1.884 2.401 0.046
C -0.054 0.495 -0.292
N -2.509 -1.828 0.526
N 3.074 -0.996 0.200
N -1.110 -0.379 -0.395
N 1.260 0.109 -0.218
S -0.278 2.073 0.059
H -2.927 -2.896 -1.141
H 4.546 0.406 -0.253
H -1.161 -1.079 -2.358
H 2.098 1.927 -0.954
H -1.631 -0.244 1.586
H 1.082 -1.699 0.757
H -2.529 1.644 -0.144
H -2.057 3.431 -0.054
H 0.927 0.698 2.343
H 1.270 -0.130 2.212
```

net charge	0


Stability check: which of them is most stable? w.


w.
# C3H3NS2

A single C3H3NS2 molecule (wB97M-V/def2-TZVPD, OMol25).

```
9
Properties=species:S:1:pos:R:3
C -0.574 -0.598 0.026
C -0.769 0.883 0.169
C -1.147 2.083 -0.296
H 2.607 -0.342 0.936
H 0.575 -2.319 0.217
H -1.594 3.262 -0.403
N 0.637 -1.174 0.052
S 2.110 -0.352 -0.386
S -1.844 -1.443 -0.314
```

SMILES string	C#CC(=S)NS
net charge	0


x.
# C3H3NS2

2 unconnected molecules or ions with the total composition C3H3NS2 (wB97M-V/def2-TZVPD, OMol25).

```
9
Properties=species:S:1:pos:R:3
C 0.132 -0.200 -1.237
C -0.134 0.493 -2.411
C -0.002 0.174 1.995
N 0.471 -0.916 -0.400
S 0.274 1.685 1.653
S -0.009 -1.452 2.093
H 0.534 1.373 -2.501
H -1.258 0.584 -2.720
H -0.009 -1.741 3.528
```

net charge	0


Stability check: which of them is most stable? x.


w.
# C3H3NS2

A single C3H3NS2 molecule (wB97M-V/def2-TZVPD, OMol25).

```
9
Properties=species:S:1:pos:R:3
C -0.318 -1.846 0.065
C -0.630 -0.489 -0.111
C 0.232 0.649 -0.365
N -0.095 -2.992 0.078
S -2.526 -0.218 -0.158
S 1.557 0.786 0.955
H -0.286 1.535 -0.620
H 0.773 0.406 -1.190
H 1.292 2.170 1.346
```

SMILES string	N#CC(=S)CS
net charge	0


x.
# C3H3NS2

A single C3H3NS2 molecule (wB97M-V/def2-TZVPD, OMol25).

```
9
Properties=species:S:1:pos:R:3
C -1.088 -1.198 -0.061
C -1.302 0.166 -0.077
C 1.461 0.424 0.046
N -0.720 -2.291 -0.087
S -3.151 0.811 -0.046
S -0.156 1.382 -0.197
H 1.550 -0.149 -0.838
H 1.155 -0.299 0.771
H 2.251 1.154 0.488
```

SMILES string	CSC(=S)C#N
net charge	0


Stability check: which of them is most stable? x.


w.
# C3H3NS2

A single C3H3NS2 molecule (wB97M-V/def2-TZVPD, OMol25).

```
9
Properties=species:S:1:pos:R:3
C -0.768 -1.345 -0.001
C -0.429 0.039 0.000
C 1.044 0.348 0.000
N -1.045 -2.455 0.000
S -1.515 1.073 1.028
S -1.515 1.074 -1.027
H 1.199 1.425 0.000
H 1.514 -0.079 -0.885
H 1.514 -0.080 0.885
```

SMILES string	CC1(C#N)SS1
net charge	0


x.
# C3H3NS2

A single C3H3NS2 molecule (wB97M-V/def2-TZVPD, OMol25).

```
9
Properties=species:S:1:pos:R:3
C 0.463 -0.203 0.900
C -0.235 -1.148 -0.003
C -1.351 -1.523 -0.560
H -0.558 1.703 -1.718
H 1.320 1.698 0.812
H -1.952 -2.333 -0.741
N 0.402 1.186 0.326
S 0.705 1.033 -1.424
S 1.205 -0.412 2.407
```

SMILES string	C#CC(=S)NS
net charge	0


Stability check: which of them is most stable? w.


w.
# C4H3NO3

A molecular structure, C4H3NO3 (wB97M-V/def2-TZVPD, OMol25).

```
11
Properties=species:S:1:pos:R:3
C -0.193 0.347 1.048
C 0.516 -0.883 0.876
C 0.170 -0.811 -1.306
C -0.592 0.493 -1.253
H -0.198 2.089 2.010
H 1.305 -1.248 1.614
H -0.819 0.918 -2.347
N -0.546 0.936 -0.054
O -0.537 0.861 2.179
O 0.606 -1.443 -0.310
O 0.287 -1.260 -2.456
```

net charge	0


x.
# C4H3NO3

A single C4H3NO3 molecule (wB97M-V/def2-TZVPD, OMol25).

```
11
Properties=species:S:1:pos:R:3
C 1.857 0.824 0.108
C -0.702 -1.393 0.156
C -1.542 -0.412 -0.127
C -0.691 0.908 -0.136
H 1.945 1.947 -0.139
H -1.168 -2.506 0.396
H -2.657 -0.583 -0.159
N 0.632 0.285 -0.185
O 2.640 -0.063 -0.002
O 0.621 -1.113 -0.046
O -0.936 2.106 0.134
```

SMILES string	O=Cn1occc1=O
net charge	0


y.
# C4H3NO3

A single C4H3NO3 molecule (wB97M-V/def2-TZVPD, OMol25).

```
11
Properties=species:S:1:pos:R:3
C -0.824 -0.251 -1.520
C 1.437 0.746 0.810
C 0.410 0.459 1.715
C -0.397 -0.456 0.938
H -1.416 -1.132 -1.637
H 2.281 1.368 0.983
H 0.360 0.802 2.749
N 0.117 -0.453 -0.403
O -0.740 0.691 -2.270
O 1.283 0.367 -0.421
O -1.267 -1.165 1.324
```

SMILES string	O=Cn1occc1=O
net charge	0


Stability check: which of them is most stable? y.


w.
# C4H14N3O

2 unconnected molecules or ions with the total composition C4H14N3O (wB97M-V/def2-TZVPD, OMol25).

```
22
Properties=species:S:1:pos:R:3
C 0.879 -0.437 0.292
C 1.191 -1.190 1.602
C -0.359 1.586 0.725
N -0.345 0.287 0.390
N 0.621 2.152 1.471
N -1.648 2.230 0.685
H 1.688 0.298 0.060
H 1.011 -1.082 -0.638
H 0.430 -1.819 1.836
H 1.432 -0.394 2.257
H -1.109 -0.145 -0.148
H 1.527 2.460 1.286
H 0.482 2.098 2.449
H -2.403 1.749 0.247
H -1.880 3.106 1.037
H 2.137 -1.885 1.450
C -0.533 -1.382 -2.835
O -0.834 -1.449 -1.455
H -1.000 -2.281 -1.101
H 0.295 -0.589 -2.935
H -0.300 -2.398 -3.240
H -1.279 -0.914 -3.434
```

net charge	+1


x.
# C4H14N3O

2 unconnected molecules or ions with the total composition C4H14N3O (wB97M-V/def2-TZVPD, OMol25).

```
22
Properties=species:S:1:pos:R:3
C 1.115 0.155 2.006
C -0.276 0.966 1.961
C -1.355 0.343 1.058
N -0.910 -0.159 -0.325
C -0.620 0.423 -1.520
N -1.198 1.594 -1.997
N -0.014 -0.524 -2.351
H 1.049 -0.808 2.280
H 1.526 0.563 2.855
H 1.680 0.116 1.103
H -0.676 0.964 2.996
H -0.031 1.974 1.509
H -1.971 -0.466 1.475
H -2.145 1.076 0.834
H -0.177 -0.936 -0.158
H -1.895 2.147 -1.388
H -1.235 1.752 -2.937
H 0.312 -0.245 -3.313
H 0.624 -1.160 -1.949
H 2.447 -2.069 -0.264
H 2.040 -3.280 -1.063
O 1.706 -2.427 -0.813
```

net charge	+1


Stability check: which of them is most stable? x.


w.
# C4H8O4

A single C4H8O4 molecule (wB97M-V/def2-TZVPD, OMol25).

```
16
Properties=species:S:1:pos:R:3
C 0.258 0.417 0.022
C -1.246 -0.123 0.723
C 1.544 0.180 0.759
C -0.134 -0.636 -0.998
O 0.088 1.718 -0.415
O 0.262 -1.919 -0.670
O -2.361 0.606 0.243
O -0.393 -0.340 -2.180
H 0.865 1.974 -0.946
H 0.131 -2.419 -1.498
H -2.048 1.213 -0.458
H -1.108 0.166 1.771
H -1.524 -1.175 0.851
H 1.740 0.970 1.491
H 2.369 0.157 0.037
H 1.558 -0.788 1.267
```

SMILES string	C[C@](O)(CO)C(=O)O
net charge	0


x.
# C4H8O4

A single C4H8O4 molecule (wB97M-V/def2-TZVPD, OMol25).

```
16
Properties=species:S:1:pos:R:3
C 0.181 2.290 0.589
C -0.287 -0.017 0.056
C -1.120 -0.798 -0.968
C 1.113 -0.588 0.204
H 1.125 1.995 1.023
H 0.273 3.253 0.081
H -0.567 2.408 1.404
H -0.768 0.000 1.038
H -1.937 -0.121 -1.262
H -0.500 -0.932 -1.867
H -0.746 -2.602 -0.397
H 1.899 -2.268 0.437
O -0.244 1.316 -0.403
O -1.587 -2.076 -0.484
O 1.007 -1.894 0.504
O 2.159 0.034 0.046
```

SMILES string	CO[C@@H](CO)C(=O)O
net charge	0


Stability check: which of them is most stable? x.